A molecular structure, C17H16N6O5SSbSe4Tb. Source: the OMol25 dataset; level of theory: ωB97M-V/def2-TZVPD.

The geometry in ORCA input format:
```
! wB97M-V def2-TZVPD RIJCOSX def2/J DEFGRID3
* xyz -2 7
Tb -3.03104 -10.18816 -10.98801
O 2.23523 -12.35184 -13.04147
C 0.99536 -12.27183 -12.49150
C 0.86369 -12.07039 -11.15125
C -0.38636 -11.87752 -10.60495
N -1.46546 -11.92641 -11.37975
C -1.34330 -12.22056 -12.70371
C -0.13600 -12.36788 -13.32685
C -2.64196 -12.04083 -13.49590
O -2.68036 -12.23681 -14.69520
O -3.60002 -11.60179 -12.71534
C -0.71518 -11.43770 -9.19982
O 0.13398 -11.53751 -8.30292
O -1.90942 -11.02313 -9.13053
H 2.87736 -12.06083 -12.37390
H 1.72076 -11.98465 -10.46113
H -0.12487 -12.51807 -14.40211
N -6.28191 -10.24814 -9.75513
C -7.02759 -10.23417 -10.97750
C -8.28986 -10.72808 -10.97058
C -9.09845 -10.73316 -12.11353
C -8.61864 -10.15006 -13.24803
C -7.30385 -9.69544 -13.37374
C -6.68822 -9.27413 -14.58869
C -5.44989 -8.67570 -14.49903
C -4.65921 -8.84584 -13.31878
N -5.20237 -9.35120 -12.24535
C -6.48603 -9.74077 -12.23110
H -5.85367 -9.39437 -9.45523
H -6.75340 -10.73332 -8.99960
H -8.71855 -11.11491 -10.05244
H -10.08942 -11.10269 -12.02370
H -9.22159 -10.19099 -14.14327
H -7.19748 -9.27557 -15.58285
H -5.03642 -8.27620 -15.37672
H -3.57450 -8.68264 -13.31164
N -1.37939 -6.44019 -8.00065
N -2.04050 -6.15265 -9.18997
C -3.06160 -6.78082 -9.75697
N -3.51387 -6.22478 -10.87683
S -3.78342 -8.12773 -8.98237
H -0.43069 -6.48394 -8.32676
H -1.71933 -7.38555 -7.73318
H -1.40027 -5.67722 -9.87220
H -2.98143 -5.51372 -11.41271
H -4.14463 -6.82209 -11.41386
Se -0.14871 -4.73284 -11.80741
Sb -0.82310 -6.60333 -13.16800
Se -1.04956 -8.87590 -12.11197
Se -2.95229 -6.11206 -14.15437
Se 1.16607 -7.06536 -14.64459
*
```

Results
E_LUMO (alpha / beta) = 0.1413 / 0.1414 hartree
Relative energy (zero: lowest compared OMol25 entry of this formula, charge and spin) = 267.4 kJ/mol
Calculated total energy = -12431.0610 a.u.

Atomic partial charges in e from the Mulliken method, atoms 1 to 4:
1 Tb 0.377
2 O -0.556
3 C 1.302
4 C -0.328

***

A single C7H13N molecule. Source: the OMol25 dataset; level of theory: ωB97M-V/def2-TZVPD.

The geometry in ORCA input format:
```
! wB97M-V def2-TZVPD RIJCOSX def2/J DEFGRID3
* xyz 0 1
C 1.53672 1.63653 -2.26116
C 0.45067 1.24652 -1.29406
C 0.02148 1.90615 -0.23212
C -1.13380 1.44536 0.63735
N -1.38654 0.03156 0.68840
C -0.32826 -0.85095 0.94802
C -0.23589 -2.10164 0.49498
C 0.60150 -3.14377 1.19298
H 1.32837 1.21976 -3.23987
H 2.48102 1.24551 -1.87279
H 1.65989 2.71443 -2.35443
H -0.01742 0.29369 -1.53659
H 0.39217 2.91101 -0.04696
H -2.01088 1.96316 0.23239
H -1.03116 1.82781 1.65735
H -1.96903 -0.39552 -0.01852
H 0.29607 -0.53827 1.78995
H -0.82631 -2.38920 -0.36887
H 0.01841 -3.65742 1.95387
H 1.45906 -2.65534 1.64985
H 0.92912 -3.91293 0.49467
*
```

Results
E_LUMO = 0.0430 hartree
Relative energy (zero: lowest compared OMol25 entry of this formula, charge and spin) = 143.4 kJ/mol
Calculated total energy = -329.2169 a.u.

Atomic partial charges in e from the Mulliken method, atoms 1 to 4:
1 C -1.178
2 C 0.183
3 C -0.347
4 C -0.774

***

A molecular structure, C30H35N5O2PtTe. Source: the OMol25 dataset; level of theory: ωB97M-V/def2-TZVPD.

The geometry in ORCA input format:
```
! wB97M-V def2-TZVPD RIJCOSX def2/J DEFGRID3
* xyz 0 1
Pt -0.12264 0.26336 -0.45890
C -2.26843 -3.35653 -0.39260
C -3.01578 -2.42304 -1.30142
C -3.80179 -2.91729 -2.33246
C -4.47797 -2.05972 -3.18800
C -4.39425 -0.69241 -2.99101
C -3.63282 -0.15957 -1.95436
C -3.68882 1.31626 -1.67087
C -2.91625 -1.03301 -1.13049
N -2.02879 -0.54476 -0.13961
C -2.35408 -0.70809 1.15498
O -3.45678 -0.98649 1.62204
C -1.17763 -0.50050 2.08804
C -1.23141 -0.58179 3.46507
C -0.05762 -0.36666 4.18366
C 1.12762 -0.07938 3.51849
C 1.10295 -0.01418 2.13670
N -0.02501 -0.23885 1.47842
C 2.27894 0.32887 1.25259
O 3.40583 0.41151 1.72854
N 1.91457 0.50720 -0.03318
C 2.94466 0.89118 -0.93092
C 3.47761 -0.07592 -1.78911
C 3.01868 -1.50264 -1.68216
C 4.44914 0.29856 -2.70698
C 4.89036 1.61144 -2.77424
C 4.39187 2.54801 -1.88361
C 3.43603 2.19972 -0.93368
C 3.01973 3.19876 0.10954
H -2.29263 -4.37400 -0.78059
H -2.71342 -3.35923 0.60434
H -1.22693 -3.04557 -0.28485
H -3.87503 -3.98889 -2.47122
H -5.07835 -2.45798 -3.99506
H -4.94730 -0.01753 -3.63318
H -3.93779 1.87559 -2.57239
H -2.75307 1.69600 -1.26507
H -4.46302 1.51590 -0.92594
H -2.18011 -0.80187 3.93360
H -0.07185 -0.41524 5.26417
H 2.06383 0.09843 4.02680
H 3.40863 -1.95862 -0.76956
H 3.36513 -2.09126 -2.53157
H 1.93012 -1.55976 -1.61377
H 4.86414 -0.44889 -3.37291
H 5.63898 1.89725 -3.50168
H 4.76654 3.56460 -1.90330
H 2.94715 4.20218 -0.31214
H 3.76407 3.21749 0.90796
H 2.06666 2.93782 0.56713
C 1.35497 1.20041 -3.88058
Te -0.48753 0.62693 -2.99683
C -0.39684 -1.37444 -3.68884
H 2.02109 0.34415 -3.89415
H 1.80347 1.99181 -3.28474
H 1.15712 1.54985 -4.89001
H -0.52797 -1.37829 -4.76733
H -1.20921 -1.91765 -3.21282
H 0.56372 -1.79779 -3.41212
C -4.56562 3.95894 1.81698
C -3.24680 3.73251 1.16260
C -2.48886 4.51612 0.32367
C -1.37342 3.72359 -0.02273
N -1.43105 2.54276 0.57458
N -2.57680 2.56908 1.28290
C -0.28892 4.03995 -0.99721
H -4.84141 5.00862 1.75050
H -4.54114 3.67499 2.86903
H -5.34572 3.37062 1.33096
H -2.70853 5.51813 0.00025
H -2.87559 1.75013 1.78831
H 0.04835 5.07129 -0.89605
H -0.65523 3.91153 -2.02033
H 0.55787 3.36979 -0.85490
*
```

Results
E_LUMO = -0.0035 hartree
Relative energy (zero: lowest compared OMol25 entry of this formula, charge and spin) = 20.0 kJ/mol
Calculated total energy = -1975.8613 a.u.

Atomic partial charges in e from the Mulliken method, atoms 1 to 4:
1 Pt 1.305
2 C -1.523
3 C 1.074
4 C -0.747

***

A molecular structure, C54H52Cl2N4O4P2Si2W. Source: the OMol25 dataset; level of theory: ωB97M-V/def2-TZVPD.

The geometry in ORCA input format:
```
! wB97M-V def2-TZVPD RIJCOSX def2/J DEFGRID3
* xyz 0 3
W -0.45135 -0.86134 -0.73299
C 0.16642 -3.40914 3.63860
C 1.17248 -4.08051 2.95572
C 1.46431 -3.81571 1.62790
C 0.73460 -2.84823 0.92854
C -0.30719 -2.20663 1.63877
C -0.58843 -2.46209 2.95959
N 0.88578 -2.36531 -0.34090
C 1.67976 -2.70391 -1.42559
C 2.62081 -3.72229 -1.54730
C 3.36927 -3.83517 -2.70704
C 3.20066 -2.94940 -3.76080
C 2.21702 -1.97880 -3.68421
C 1.43222 -1.88406 -2.55278
N 0.29095 -1.04113 -2.48901
N 0.53627 0.29660 -2.01086
C -0.42865 1.14285 -2.56268
C -0.16583 2.15905 -3.44234
C -1.18847 2.63150 -4.26136
C -2.38354 1.88789 -4.28147
C -2.61207 0.91995 -3.35391
N -1.75503 0.71613 -2.26008
H -0.03614 -3.62362 4.67844
H 1.74915 -4.83932 3.47002
H 2.26225 -4.36039 1.14770
H -0.92645 -1.44590 1.09101
H -1.40325 -1.94465 3.45211
H 2.78224 -4.42116 -0.74277
H 4.10691 -4.62376 -2.78201
H 3.81320 -3.02981 -4.64901
H 2.01850 -1.31452 -4.51655
H 0.85822 2.48437 -3.57900
H -1.01936 3.44094 -4.95638
H -3.11576 2.05547 -5.05894
H -3.50555 0.31272 -3.36819
C -2.86545 3.23896 -1.20869
Si -2.79009 1.42973 -0.67096
C -3.10138 1.26595 1.22815
C -4.44778 0.64645 -1.06832
C -5.59407 1.40491 -1.30452
C -6.84227 0.80257 -1.33036
C -6.94965 -0.56362 -1.10282
C -5.80844 -1.32267 -0.89138
C -4.54626 -0.73413 -0.87482
Si -2.93421 -1.78673 -0.92616
C -3.32732 -3.13783 0.37494
C -3.31904 -2.45293 -2.69523
H -3.22193 3.88665 -0.40776
H -3.56276 3.32226 -2.04347
H -1.90644 3.61373 -1.55292
H -3.97366 1.88676 1.45449
H -2.28379 1.57927 1.87154
H -3.37211 0.23913 1.49003
H -5.51649 2.47624 -1.46073
H -7.72881 1.39519 -1.52075
H -7.92357 -1.03752 -1.10434
H -5.89726 -2.39470 -0.74682
H -4.08927 -3.81445 -0.01512
H -3.71130 -2.70921 1.30562
H -2.45133 -3.74173 0.61173
H -4.16370 -1.92932 -3.14371
H -3.57308 -3.51254 -2.64332
H -2.46309 -2.36234 -3.36628
O 1.13305 -0.15644 0.69566
P 2.48563 0.37461 0.09098
C 1.77883 2.43007 -0.19375
P 0.24094 2.40014 0.64962
O -0.73677 1.33677 0.08739
C 0.48662 2.20984 2.42905
C 1.26379 3.17105 3.07231
C 1.43563 3.11951 4.44396
C 0.81593 2.12017 5.18276
C 0.04307 1.16245 4.54429
C -0.11763 1.20360 3.16807
C -0.52754 4.04863 0.61626
C -1.48350 4.39688 1.56776
C -2.06435 5.65374 1.54383
C -1.67857 6.57954 0.58372
C -0.69663 6.25184 -0.34069
C -0.12260 4.99067 -0.32367
C 3.40613 0.86110 1.61927
C 4.44622 1.78252 1.57022
C 5.17988 2.08178 2.70846
C 4.88876 1.45354 3.91039
C 3.86218 0.52077 3.96464
C 3.12770 0.22703 2.82674
C 3.82650 -0.95476 -0.17763
C 4.63520 -0.71779 -1.28146
C 5.82548 -1.41518 -1.44624
C 6.21260 -2.34968 -0.50013
C 5.40753 -2.58801 0.60642
C 4.22563 -1.88605 0.77635
H 1.66588 2.57629 -1.26245
H 2.48395 3.12615 0.25273
H 1.72692 3.96409 2.49529
H 2.05131 3.86002 4.93767
H 0.93967 2.08654 6.25765
H -0.42930 0.37280 5.11531
H -0.70246 0.44892 2.66187
H -1.77288 3.68127 2.32736
H -2.81917 5.91209 2.27533
H -2.13764 7.55935 0.56140
H -0.37987 6.98099 -1.07508
H 0.63721 4.72916 -1.05099
H 4.69392 2.25877 0.62626
H 5.98953 2.79957 2.65453
H 5.46417 1.68624 4.79770
H 3.63468 0.01618 4.89594
H 2.32932 -0.50531 2.86870
H 4.32346 0.01831 -2.01468
H 6.44621 -1.22624 -2.31350
H 7.14438 -2.88831 -0.62111
H 5.71270 -3.31569 1.34960
H 3.62097 -2.05969 1.65673
Cl -2.72547 -5.91401 -1.87254
C -1.00695 -5.50187 -2.03202
Cl -0.13757 -5.94039 -0.55326
C -0.87010 -3.99115 -2.36575
O -0.61390 -3.72026 -3.52565
O -1.07351 -3.20012 -1.37628
H -0.60455 -6.09076 -2.84561
*
```

Results
E_LUMO (alpha / beta) = -0.0808 / -0.0733 hartree
Relative energy (zero: lowest compared OMol25 entry of this formula, charge and spin) = 466.8 kJ/mol
Calculated total energy = -4857.9898 a.u.

Atomic partial charges in e from the Mulliken method, atoms 1 to 4:
1 W 2.613
2 C -1.219
3 C -0.780
4 C -0.190

***

A molecular structure, C5H7N. Source: the OMol25 dataset; level of theory: ωB97M-V/def2-TZVPD.

The geometry in ORCA input format:
```
! wB97M-V def2-TZVPD RIJCOSX def2/J DEFGRID3
* xyz 0 1
C -1.57699 -1.28514 0.07157
C -0.46621 -0.09023 0.40895
C 0.05096 -0.57860 -0.73330
C 2.46472 1.41755 -1.11873
C 1.93392 1.86831 -0.13660
N -0.56868 0.76995 1.32633
H -1.67452 -1.76476 1.05008
H -2.47786 -0.74573 -0.21901
H -1.40217 -2.06423 -0.67440
H 0.76075 -1.40324 -0.62419
H 2.93806 1.03450 -1.99579
H 1.40228 2.21101 0.72800
H -1.38427 0.63060 1.91709
*
```

Results
E_LUMO = 0.0285 hartree
Relative energy (zero: lowest compared OMol25 entry of this formula, charge and spin) = 612.0 kJ/mol
Calculated total energy = -249.2401 a.u.

Atomic partial charges in e from the Mulliken method, atoms 1 to 4:
1 C -0.987
2 C 0.778
3 C -0.561
4 C -0.467

***

3 unconnected molecules or ions with the total composition C6H18NO. Source: the OMol25 dataset; level of theory: ωB97M-V/def2-TZVPD.

The geometry in ORCA input format:
```
! wB97M-V def2-TZVPD RIJCOSX def2/J DEFGRID3
* xyz 1 1
C 1.55955 -1.62662 2.38535
C 0.93674 -0.40773 1.58495
C 0.40345 -0.63134 0.16988
C -0.30110 0.43440 -0.65379
C 0.65798 1.51050 -1.16105
C -1.58072 1.10284 -0.00350
N -0.30145 0.04413 2.33256
H 1.12515 -1.51992 3.39197
H 1.19018 -2.58577 2.02349
H 2.65509 -1.60821 2.26669
H 1.84125 0.23209 1.54589
H -0.17867 -1.54009 0.28172
H 1.20717 -1.02039 -0.46313
H -0.65128 -0.21588 -1.46312
H 0.99677 1.49311 -2.19822
H 1.58065 1.57604 -0.51017
H 0.12468 2.44709 -0.90803
H -1.34038 2.05155 0.52132
H -2.19129 1.42070 -0.89041
H -2.17068 0.35497 0.53015
H 0.19659 1.03930 1.81992
H -0.05496 -0.05246 3.30810
H 0.83631 2.13119 1.05780
H -2.02141 -0.96258 -3.65869
H -1.36513 -0.29558 -4.88206
O -1.17133 -0.64532 -4.00309
*
```

Results
E_LUMO = -0.3361 hartree
Relative energy (zero: lowest compared OMol25 entry of this formula, charge and spin) = 919.1 kJ/mol
Calculated total energy = -368.8274 a.u.

Atomic partial charges in e from the Mulliken method, atoms 1 to 4:
1 C -1.127
2 C 0.030
3 C -0.802
4 C 0.833